No. 1
This record from the Open Molecules 2025 dataset describes a molecular structure, C5H8CoN2O4S5Se. The level of theory is wB97M-V/def2-TZVPD.

Output
net charge: -1
multiplicity: 5
expectation value of S²: 6.03
calculated total energy: -6381.009970 Ha
relative energy (zero: lowest compared OMol25 entry of this formula, charge and spin): 3.7 kJ/mol
max |F|: 0.5 eV/Å

Structure (XYZ):
```
26
C5H8CoN2O4S5Se, DFT wB97M-V/def2-TZVPD
Co -0.11 0.13 0.25
S 4.96 5.05 -1.08
C 3.81 3.89 -0.93
S 2.12 4.24 -0.79
C 1.51 2.61 -0.79
C 2.49 1.60 -0.93
S 2.16 -0.02 -1.05
S 4.13 2.20 -1.03
S -0.15 2.35 -0.70
N -2.21 -0.13 -0.63
C -2.55 -1.55 -0.41
C -1.41 -2.40 -0.94
N -0.20 -2.01 -0.22
H -2.72 0.46 0.01
H -2.41 0.16 -1.58
H -3.50 -1.84 -0.86
H -2.62 -1.69 0.67
H -1.28 -2.19 -2.00
H -1.65 -3.46 -0.83
H 0.63 -2.43 -0.60
H -0.26 -2.30 0.77
O -0.34 -2.17 2.63
Se -0.15 -0.55 2.84
O -1.36 0.20 1.95
O 1.15 -0.06 1.88
O -0.06 -0.08 4.38
```

***

No. 2
This record from the Open Molecules 2025 dataset describes a molecular structure, C5H8CrFO4. The level of theory is wB97M-V/def2-TZVPD.

Output
multiplicity: 6
expectation value of S²: 8.75
calculated total energy: -1640.565878 Ha
max |F|: 2.4 eV/Å

Structure (XYZ):
```
19
C5H8CrFO4, DFT wB97M-V/def2-TZVPD
O -1.08 -0.62 -0.60
C -0.70 -0.37 -1.85
C 0.60 0.44 -1.83
O 0.54 1.27 -0.67
C 0.55 0.61 0.50
O 1.66 -0.05 0.70
O -0.21 0.98 1.41
C 1.79 -0.84 1.91
H 0.72 1.09 -2.71
F -1.66 0.43 -2.54
H -0.59 -1.27 -2.48
H 1.46 -0.25 -1.75
H 2.87 -0.94 2.05
H 1.36 -0.27 2.74
C 1.13 -2.20 1.77
H 1.35 -2.79 2.66
H 0.04 -2.11 1.69
H 1.52 -2.74 0.89
Cr -2.07 0.41 0.73
```

***

No. 3
This record from the Open Molecules 2025 dataset describes 2 unconnected molecules or ions with the total composition C5H8F2N4O. The level of theory is wB97M-V/def2-TZVPD.

Output
structure (SMILES): FC1=CNNN=C1F.[H]/N=C(\C)O
calculated total energy: -689.195591 Ha
relative energy (zero: lowest compared OMol25 entry of this formula, charge and spin): 22.6 kJ/mol
max |F|: 3.9 eV/Å

Structure (XYZ):
```
20
C5H8F2N4O, DFT wB97M-V/def2-TZVPD
F -3.34 0.16 -1.49
C -3.16 -0.38 -0.28
C -3.03 -1.66 -0.06
N -2.34 -2.06 1.07
N -1.58 -0.98 1.67
N -2.15 0.29 1.75
C -2.79 0.66 0.72
F -3.28 1.84 0.62
H -3.26 -2.51 -0.71
H -2.95 -2.43 1.86
H -1.31 -1.32 2.58
H -0.77 2.38 -0.63
N -0.66 1.39 -0.54
C 0.45 0.89 -0.84
C 1.79 1.56 -1.26
O 0.66 -0.43 -0.72
H 2.17 1.28 -2.29
H 1.80 2.66 -1.12
H 2.60 1.28 -0.57
H -0.25 -0.82 -0.25
```